[1]
{
  "formula": "C19H42BNO12S",
  "method": "ωB97M-V/def2-TZVPD",
  "symbols": ["O", "C", "C", "C", "B", "O", "O", "C", "C", "C", "C", "S", "O", "O", "O", "N", "H", "H", "H", "H", "H", "H", "H", "H", "H", "H", "H", "H", "H", "H", "C", "O", "C", "C", "O", "C", "C", "O", "C", "H", "H", "H", "H", "H", "H", "H", "H", "H", "H", "H", "H", "H", "H", "C", "O", "C", "C", "O", "C", "C", "O", "C", "H", "H", "H", "H", "H", "H", "H", "H", "H", "H", "H", "H", "H", "H"],
  "positions_angstrom": [[1.39, -0.51, 0.56], [1.85, 0.41, -0.12], [1.10, 1.85, -0.21], [1.85, 2.68, -1.39], [0.86, 3.54, -2.36], [-0.58, 3.41, -2.26], [1.34, 4.49, -3.32], [2.66, 1.45, -2.04], [3.65, 1.70, -3.26], [5.08, 2.30, -2.87], [5.04, 3.50, -1.82], [6.78, 4.18, -1.69], [7.27, 4.54, -3.06], [7.71, 3.13, -1.12], [6.83, 5.59, -0.77], [3.04, 0.43, -1.00], [-0.03, 1.79, -0.27], [1.32, 2.35, 0.80], [2.48, 3.40, -0.76], [-0.88, 4.30, -1.95], [2.09, 4.15, -3.84], [1.80, 0.88, -2.56], [3.85, 0.67, -3.72], [3.14, 2.29, -4.10], [5.80, 1.47, -2.53], [5.55, 2.72, -3.83], [4.35, 4.37, -2.14], [4.65, 3.15, -0.79], [5.96, 5.71, -0.32], [3.95, 0.58, -0.54], [-2.43, -0.52, -0.93], [-3.41, 0.33, -1.48], [-2.98, 0.92, -2.70], [-4.17, 1.45, -3.49], [-4.85, 0.43, -4.22], [-5.65, -0.46, -3.45], [-6.95, 0.17, -2.96], [-6.71, 0.97, -1.81], [-7.75, 1.91, -1.60], [-1.51, 0.03, -0.72], [-2.81, -0.93, 0.01], [-2.22, -1.36, -1.61], [-2.44, 0.19, -3.31], [-2.31, 1.75, -2.45], [-3.80, 2.15, -4.25], [-4.86, 2.01, -2.86], [-5.08, -0.89, -2.63], [-5.91, -1.28, -4.13], [-7.66, -0.62, -2.68], [-7.39, 0.77, -3.77], [-7.81, 2.61, -2.45], [-7.51, 2.49, -0.71], [-8.71, 1.41, -1.46], [0.40, -3.55, 1.62], [0.91, -3.74, 2.93], [1.26, -2.51, 3.55], [1.36, -2.69, 5.06], [0.10, -2.67, 5.72], [-0.71, -3.83, 5.55], [-0.22, -5.02, 6.37], [0.86, -5.66, 5.71], [1.64, -6.45, 6.60], [1.14, -3.06, 0.99], [0.17, -4.53, 1.20], [-0.52, -2.97, 1.65], [0.50, -1.75, 3.33], [2.22, -2.19, 3.15], [1.91, -1.83, 5.46], [1.93, -3.58, 5.32], [-0.83, -4.09, 4.50], [-1.70, -3.55, 5.92], [-1.03, -5.75, 6.47], [0.08, -4.67, 7.37], [2.08, -5.81, 7.38], [2.44, -6.91, 6.03], [1.02, -7.23, 7.06]],
  "e_tot_ha": -2129.689380,
  "orbital_gap_ev": 8.63,
  "lumo_ev": -0.397,
  "spin_multiplicity": 1
}



[2]
{
  "formula": "C2H2O3Pm",
  "method": "ωB97M-V/def2-TZVPD",
  "symbols": ["H", "O", "O", "C", "C", "Pm", "O", "H"],
  "positions_angstrom": [[2.29, -0.23, -0.72], [1.47, 1.73, -0.31], [0.21, 1.46, 0.34], [1.39, 0.37, -0.86], [0.06, 0.25, -0.17], [-1.33, -1.67, 1.24], [0.61, 0.19, -2.13], [0.57, -0.75, -2.33]],
  "total_charge": 2,
  "e_tot_ha": -910.556718,
  "orbital_gap_ev": [7.96, 9.08],
  "lumo_ev": [-10.078, -9.909],
  "spin_multiplicity": 6,
  "e_above_lowest_kj_mol": 170.60
}



[3]
{
  "formula": "C7H19Cl2INO6PPdS2",
  "method": "ωB97M-V/def2-TZVPD",
  "symbols": ["Pd", "O", "Cl", "O", "O", "O", "N", "H", "H", "H", "Cl", "I", "C", "H", "H", "C", "C", "C", "O", "P", "S", "S", "O", "C", "C", "C", "H", "H", "H", "H", "H", "H", "H", "H", "H", "H", "H", "H", "H", "H"],
  "positions_angstrom": [[1.13, -1.26, 1.11], [4.71, -1.94, 1.29], [4.30, -3.27, 0.88], [5.48, -4.08, 0.65], [3.51, -3.20, -0.32], [3.52, -3.87, 1.95], [-0.61, -4.10, 0.21], [-1.25, -3.33, 0.40], [-0.04, -4.19, 1.05], [0.04, -3.70, -0.47], [0.89, -0.97, 3.49], [3.20, -1.18, 5.85], [2.58, -1.35, 3.73], [3.21, -0.64, 3.22], [2.80, -2.38, 3.46], [-1.22, 1.58, -3.41], [-2.41, 1.11, -2.60], [-2.83, -0.31, -2.96], [-2.15, 1.32, -1.21], [-1.57, 0.23, -0.13], [-2.99, -0.96, 0.51], [0.10, -0.55, -0.91], [-1.29, 1.27, 1.07], [-0.58, 2.52, 1.06], [-1.55, 3.65, 0.77], [0.64, 2.56, 0.16], [-1.45, 1.54, -4.48], [-0.36, 0.95, -3.21], [-0.97, 2.61, -3.16], [-3.26, 1.77, -2.80], [-2.01, -1.01, -2.79], [-3.09, -0.33, -4.02], [-3.68, -0.63, -2.37], [-0.24, 2.61, 2.09], [-1.90, 3.59, -0.27], [-1.06, 4.62, 0.93], [-2.42, 3.58, 1.42], [0.35, 2.49, -0.90], [1.31, 1.73, 0.37], [1.16, 3.51, 0.32]],
  "total_charge": -2,
  "e_tot_ha": -3267.906727,
  "orbital_gap_ev": 5.04,
  "lumo_ev": 3.904,
  "spin_multiplicity": 1,
  "e_above_lowest_kj_mol": 262.41
}



[4]
{
  "formula": "C3H6N4",
  "method": "ωB97M-V/def2-TZVPD",
  "symbols": ["H", "N", "C", "N", "C", "C", "N", "N", "H", "H", "H", "H", "H"],
  "positions_angstrom": [[-2.45, 0.80, 1.39], [-1.84, 0.16, 1.78], [-0.94, -0.09, 0.92], [0.09, -1.03, 1.25], [1.01, -0.95, 0.23], [0.62, 0.01, -0.69], [1.27, 0.62, -1.73], [-0.68, 0.40, -0.29], [-0.22, -1.90, 1.54], [1.99, -1.52, 0.14], [0.67, 0.62, -2.51], [1.59, 1.51, -1.49], [-1.12, 1.36, -0.54]],
  "e_tot_ha": -336.906396,
  "orbital_gap_ev": 8.09,
  "lumo_ev": 0.682,
  "spin_multiplicity": 1,
  "e_above_lowest_kj_mol": 112.51
}